Here is a 2-piece molecular cluster, CH2N2O2Si overall at a distorted geometry from OMol25. Energies are from ωB97M-V/def2-TZVPD.

Calculated values
orbital gap (alpha / beta)	8.19 / 8.19	eV
LUMO energy (alpha / beta)	-2.74 / -2.74	eV

Element x y z (Å)
C -2.189 -1.565 -0.187
N -3.076 -2.152 0.167
N 1.164 -1.518 0.057
O 1.459 -1.906 -1.059
O 1.361 -2.097 1.063
Si 0.190 0.016 -0.050
H -0.069 0.604 1.357
H 0.173 0.373 -1.361